## one
12
Properties=species:S:1:pos:R:3 method="wB97M-V/def2-TZVPD" homo_ev=-9.07
C 0.706 -1.658 -0.587
C -0.163 -0.515 -0.494
C 0.114 0.417 0.405
C -0.657 1.767 0.645
H 1.432 -1.856 0.137
H 0.143 -2.706 -0.590
H 1.119 -1.858 -1.607
H -1.131 -0.353 -0.958
H 0.935 0.396 1.188
H -1.516 1.970 -0.068
H -0.020 2.603 0.369
H -0.959 1.737 1.713

## two
12
Properties=species:S:1:pos:R:3 method="wB97M-V/def2-TZVPD" homo_ev=-10.09
C -0.434 1.065 -1.444
C 0.266 1.772 -2.330
H -0.626 0.049 -1.706
H -0.665 1.321 -0.382
H 0.691 1.303 -3.217
H 0.451 2.824 -2.084
C -0.393 -1.917 1.905
C 0.495 -0.910 1.921
H -1.299 -1.615 2.417
H -0.072 -2.973 1.695
H 0.125 0.113 1.835
H 1.460 -1.031 1.389

## three
12
Properties=species:S:1:pos:R:3 method="wB97M-V/def2-TZVPD" homo_ev=-9.77
C -1.768 -0.490 -0.420
C -1.428 0.460 0.418
H -2.550 -0.530 -1.192
H -0.946 -1.195 -0.585
H -2.127 1.217 0.692
H -0.470 0.543 1.099
C 1.451 -0.548 0.313
C 1.459 0.553 -0.493
H 0.894 -0.690 1.239
H 2.238 -1.412 0.269
H 0.753 1.377 -0.451
H 2.493 0.715 -0.888

Of the structures shown above, one is the most stable.